No. 1
51
Properties=species:S:1:pos:R:3:forces:R:3:lowdin_charge:R:1 method="wB97M-V/def2-TZVPD" homo_ev=-11.735 homo_lumo_gap_ha=0.34180 multiplicity=1 total_charge=+1
Pb -10.919 -12.507 5.644 0.336 -0.121 0.212 1.602
O -8.675 -12.223 5.457 -0.465 -0.394 -0.362 -0.530
H -8.454 -12.579 4.564 -0.159 0.307 0.677 -0.022
C -10.126 -15.099 7.813 0.245 0.969 -0.133 -0.659
O -11.126 -14.550 7.329 0.038 0.197 -0.533 -0.119
N -10.222 -15.750 8.982 -0.307 -0.250 0.921 0.183
N -8.909 -14.900 7.237 0.155 -0.163 -1.075 0.170
H -11.029 -15.489 9.540 0.155 -0.416 -0.320 0.127
H -9.634 -16.490 9.334 0.161 0.355 -0.285 0.117
H -8.932 -14.528 6.269 0.262 -0.472 1.042 0.062
H -8.025 -15.194 7.632 -0.453 -0.083 -0.022 0.111
C -9.615 -11.112 8.506 -1.482 0.213 1.053 -0.617
O -10.645 -11.605 8.000 0.183 0.150 -1.105 -0.138
N -8.391 -11.518 8.158 0.115 0.606 0.405 0.192
N -9.807 -10.220 9.575 -0.029 0.651 -0.723 0.151
H -8.277 -11.984 7.254 0.085 -0.033 0.324 0.035
H -7.634 -11.344 8.797 0.235 0.054 -0.329 0.122
H -9.211 -9.397 9.627 0.489 -0.606 -0.015 0.101
H -10.764 -9.843 9.644 0.529 -0.996 -0.217 0.120
C -9.564 -15.553 3.377 2.750 -1.933 1.474 -0.700
O -9.756 -14.465 3.842 -1.661 3.623 1.007 -0.077
N -8.296 -16.047 3.589 0.302 -0.492 -0.345 0.162
N -10.499 -16.346 2.887 -1.783 -0.446 -0.923 0.189
H -8.027 -16.983 3.343 0.059 0.021 -0.025 0.099
H -7.654 -15.504 4.173 -0.660 -0.345 -0.763 0.113
H -11.456 -15.954 2.880 1.114 -0.674 -0.240 0.144
H -10.303 -17.267 2.510 -0.236 0.488 0.137 0.125
C -10.335 -9.212 4.504 1.065 0.949 2.654 -0.582
O -11.090 -10.185 4.306 0.882 0.825 -0.401 -0.137
N -10.705 -7.901 4.234 -0.896 -2.722 -0.445 0.173
N -9.144 -9.356 5.255 -1.648 -1.025 -1.723 0.149
H -11.594 -7.912 3.760 -0.017 0.595 -0.068 0.111
H -10.185 -7.054 4.295 0.562 0.031 0.045 0.103
H -8.773 -8.587 5.754 0.320 0.656 0.265 0.085
H -8.879 -10.319 5.506 -0.104 0.515 -0.229 0.025
C -7.323 -11.726 1.158 3.660 -0.957 -3.080 -0.733
O -7.504 -12.215 0.049 -1.000 -0.107 0.284 0.033
N -6.045 -11.369 1.444 0.762 0.387 0.177 0.154
N -8.222 -11.647 2.112 -3.260 0.254 1.290 0.170
H -5.725 -10.771 2.193 -0.191 -0.286 -0.111 0.091
H -5.457 -11.535 0.640 0.195 0.325 0.335 0.112
H -8.191 -10.793 2.621 0.172 0.624 0.778 0.085
H -9.105 -11.683 1.612 -0.360 -0.281 0.499 0.124
C -4.984 -11.941 6.258 0.514 0.760 -2.267 -0.722
O -3.801 -11.912 6.413 2.526 1.010 0.655 0.056
N -5.601 -10.995 5.441 -1.718 -1.866 1.259 0.161
N -5.600 -13.034 6.684 -3.348 -2.719 1.264 0.156
H -6.627 -10.950 5.464 0.891 0.401 -0.291 0.058
H -4.979 -10.260 5.214 0.074 0.870 -0.152 0.088
H -5.068 -13.727 7.183 0.572 0.503 -0.118 0.112
H -6.566 -13.352 6.583 0.369 1.046 -0.457 0.066

---

No. 2
11
Properties=species:S:1:pos:R:3:forces:R:3:lowdin_charge:R:1 method="wB97M-V/def2-TZVPD" homo_ev="-6.921 / -6.907" homo_lumo_gap_ha="0.17727 / 0.16077" multiplicity=2
O -1.092 -1.984 0.784 0.554 -1.021 1.126 -0.506
C -1.372 -1.851 -0.438 -0.577 0.401 -1.080 -0.271
O -1.627 -0.455 -0.575 0.681 -0.467 0.787 -0.369
C -2.489 0.162 -1.599 -1.719 -0.092 -0.597 -0.793
O -3.279 -0.592 -2.149 0.794 0.129 0.165 0.019
O -2.342 1.381 -1.582 0.634 0.493 0.189 -0.035
Ba -0.497 0.073 1.644 -0.483 0.452 -0.614 2.014
C 2.990 0.071 0.579 0.103 0.507 0.618 -0.436
O 4.138 0.460 0.496 0.165 0.230 -0.161 -0.058
O 2.079 0.593 1.301 -0.110 0.231 -0.021 -0.411
Li 3.491 2.142 1.539 -0.041 -0.864 -0.412 0.845